(1)
The molecule C18H20N2O4 in a non-equilibrium geometry, computed with ωB97M-V/def2-TZVPD.

Computed properties:
Energy   -30155.305 eV
HOMO   -8.706 eV
Energy above the lowest of the compared OMol25 structures with the same formula, charge and spin   683.2 kJ/mol
Orbital gap   0.3275 Eh

Each line ends with the Mulliken charge.
Atoms and positions in Å:
C -2.823 1.786 -2.706  -0.32
C 1.649 -1.095 -0.763  0.16
H -1.671 1.493 -0.028  0.73
C -1.851 -0.960 -0.570  0.20
H -0.148 2.043 -0.524  0.50
H 0.799 -1.690 6.769  0.28
H 1.359 -3.656 4.975  0.26
H 0.560 2.843 -2.550  0.12
C 1.504 -1.543 0.682  -0.73
C -1.505 1.897 -2.237  0.56
C 0.996 -0.034 5.311  -0.82
H -0.159 0.080 0.596  -0.15
O 2.526 -1.408 -1.627  -0.73
H 1.605 0.630 1.429  0.28
H 0.501 -1.580 0.932  0.78
H -3.570 1.332 -2.036  0.43
C -2.979 2.043 -4.116  -0.66
H 3.139 -0.304 1.320  0.36
C -0.599 0.040 -0.483  0.95
H 1.286 -3.534 0.712  0.35
N 2.067 -2.871 0.854  -0.66
O -1.999 2.564 -6.319  -0.52
H 1.171 1.121 3.621  0.39
H 2.582 -3.048 -0.173  0.41
H 0.121 3.494 -4.799  0.15
C -0.918 1.333 -0.744  -1.89
H -1.355 3.172 -6.694  0.30
N 0.641 -0.282 -1.232  0.12
C 1.716 -0.806 3.040  0.09
H -3.945 1.941 -4.534  0.44
C 1.109 -1.409 5.711  -0.10
C -0.659 2.724 -4.324  -0.21
C -1.840 2.432 -4.913  0.61
H 0.349 -0.306 -2.360  0.38
H 2.081 -2.853 2.566  0.45
H 0.308 0.527 5.917  0.33
C 1.834 -2.075 3.455  0.27
O -1.692 -2.016 -1.227  -0.62
C 1.271 0.183 4.023  -0.44
C 1.488 -2.491 4.787  -0.64
H -3.645 -1.158 -0.217  0.44
C 2.005 -0.448 1.570  -0.56
O -2.914 -0.437 -0.046  -0.39
C -0.393 2.326 -3.048  -0.89

***

(2)
A cluster of 2 separate species, C22H26ClN6O7S in total in a non-equilibrium geometry, computed with ωB97M-V/def2-TZVPD.

Computed properties:
Total charge   -1
Energy   -69869.070 eV
HOMO   -5.150 eV
Orbital gap   0.2423 Eh

Each line ends with the Mulliken charge.
Atoms and positions in Å:
C 5.695 -1.038 2.747  -0.94
C -1.343 -1.031 2.577  -1.13
H -6.074 4.766 -6.767  0.34
H 2.650 -4.032 1.073  0.34
C -6.289 3.803 -6.296  -0.89
C 6.318 -2.278 2.143  0.65
N -3.435 2.099 -1.374  -0.33
C -2.059 1.825 0.597  0.62
N -2.233 0.550 0.815  -0.71
O -5.578 1.886 -2.695  -0.68
C -2.249 4.038 -0.419  -0.18
H 3.710 -2.714 0.623  0.42
H 3.311 -7.274 4.573  0.30
H -1.437 3.870 -7.161  0.39
C 4.046 -5.180 2.792  -0.02
N -0.827 1.377 2.410  -1.37
C 1.587 -2.624 3.362  0.47
H 2.241 -4.825 3.655  0.27
H -6.054 2.996 -6.997  0.38
C -1.449 0.318 1.944  0.72
S -4.502 2.859 -2.462  1.33
H 4.932 -0.660 2.070  0.16
H -2.637 4.725 -1.162  0.46
O 4.874 -6.010 2.415  -0.74
N 2.940 -5.543 3.454  0.01
C -2.022 3.671 -6.267  -0.62
H 1.594 -6.946 4.225  0.35
Cl 0.371 3.177 -5.050  -0.22
C 2.197 -2.165 2.035  -0.01
O -5.000 4.114 -1.879  -0.65
O -5.547 3.655 -5.079  -0.32
H -2.334 -1.388 2.867  0.35
O 7.477 -2.239 1.755  -0.72
H -1.059 5.596 0.643  0.37
H 5.251 -1.273 3.712  0.35
C -3.517 3.169 -3.958  0.30
C -0.835 3.680 1.583  -0.04
H 4.087 -3.160 3.456  0.50
H -0.158 4.010 2.363  0.41
N -1.209 2.339 1.551  0.90
H -0.912 -1.743 1.868  0.23
H 1.409 -2.008 1.296  0.32
H -1.582 2.754 -3.042  0.46
H 2.665 -7.555 2.940  0.31
C 4.242 -3.675 2.508  0.22
C -1.369 3.307 -5.090  -0.19
H -3.756 1.168 -1.138  0.32
C -2.607 2.699 -0.438  -0.03
C 3.204 -3.180 1.471  -1.19
O 1.968 -2.055 4.405  -0.81
H -7.361 3.762 -6.077  0.24
H -0.709 -0.988 3.467  0.31
H -3.886 4.075 -7.221  0.38
C -4.180 3.537 -5.133  0.64
O 0.818 -3.610 3.336  -0.84
C 2.607 -6.915 3.821  -1.06
C -2.117 3.049 -3.942  -0.26
H 6.105 -4.197 1.668  0.24
N 5.610 -3.399 2.038  -0.14
C -1.336 4.546 0.625  -0.92
H 6.468 -0.284 2.879  0.33
H 2.702 -1.209 2.179  0.16
C -3.415 3.783 -6.290  -0.56

***

(3)
A cluster of 2 separate species, C6H17N4O in total in a non-equilibrium geometry, computed with ωB97M-V/def2-TZVPD.

Computed properties:
Total charge   +1
Energy   -14498.994 eV
HOMO   -13.603 eV
Energy above the lowest of the compared OMol25 structures with the same formula, charge and spin   207.9 kJ/mol
Orbital gap   0.4041 Eh

Each line ends with the Mulliken charge.
Atoms and positions in Å:
C -2.632 1.126 -1.085  -0.33
H 3.938 0.038 0.775  0.24
H 1.231 2.558 0.985  0.24
C 1.536 -2.326 1.030  -0.38
C 2.152 -1.002 0.988  0.49
H -3.428 -0.862 -0.215  0.35
H 0.562 0.868 1.304  0.26
H 1.988 -3.174 1.646  0.29
H -0.008 3.992 -0.445  0.17
H -2.112 1.527 -1.859  0.41
H 2.215 -3.407 -0.587  0.35
H 3.942 -1.638 0.235  0.22
N -1.884 1.498 0.300  -0.32
H -1.737 0.695 0.894  0.30
H -1.495 3.905 -0.605  0.22
C 1.341 -2.755 -0.445  -1.01
C -0.637 2.142 0.185  0.60
C -2.886 -0.335 -1.067  -1.20
H 0.593 -2.157 1.493  0.25
H -3.497 1.786 -1.028  0.34
H -1.994 -0.896 -1.423  0.27
N 3.439 -0.826 0.659  -0.36
H -3.701 -0.563 -1.756  0.39
H 1.269 -1.920 -1.210  0.29
O 1.577 -0.107 1.557  -0.71
H 0.397 -3.326 -0.644  0.32
N 0.508 1.800 0.788  -0.29
N -0.679 3.359 -0.470  -0.38

***

(4)
A structure of composition C41H53BeN3O4P3S in a non-equilibrium geometry, computed with ωB97M-V/def2-TZVPD.

Computed properties:
Total charge   +1
Energy   -95141.641 eV
HOMO   -10.153 eV
Orbital gap   0.2583 Eh

Each line ends with the Mulliken charge.
Atoms and positions in Å:
H 3.321 -3.733 -2.778  0.47
C 1.102 -2.379 4.018  1.67
C -0.828 2.105 -2.534  0.42
C 2.174 -2.502 -4.135  -0.58
C 1.582 -2.868 -1.852  -0.50
P 1.239 0.316 3.359  0.10
H -2.056 0.853 -3.748  0.25
O 1.529 -1.228 3.220  0.16
C 2.455 -3.078 -2.901  -0.65
H -5.797 -2.335 -3.507  0.23
N -1.899 0.008 -1.153  0.20
C -5.798 -1.333 -3.953  -0.68
H 4.626 1.684 4.855  0.40
O 2.694 0.949 3.274  -0.16
C -5.029 0.401 -1.856  -0.40
C -2.820 4.142 1.567  -0.62
C -2.995 -4.722 -1.418  -0.48
H -3.924 -6.113 -0.033  0.38
C -2.118 -3.648 -1.612  -0.76
H -4.357 5.593 1.226  0.38
P -1.080 1.449 -0.899  0.80
H 1.740 -3.385 -0.905  0.43
C -1.580 -3.002 -0.459  0.99
H 1.043 -4.490 3.495  0.49
C 0.443 -2.012 -1.985  -0.19
C 0.074 3.224 -2.557  -0.84
H -2.953 -0.873 0.526  -0.07
H -2.720 4.344 2.635  0.45
H -6.365 -1.355 -4.899  0.37
H -1.774 -3.356 -2.613  0.41
H 3.667 2.666 1.467  0.12
C 0.085 3.184 -4.978  -0.65
H 0.467 3.577 -5.910  0.42
Be 0.993 0.272 0.576  -0.28
H -3.419 0.760 0.182  0.72
H 3.022 -2.739 4.893  0.32
H 1.906 1.438 -1.647  0.04
C -2.821 -4.555 0.966  -0.70
O 0.409 0.746 4.489  -0.92
C -0.360 -2.206 4.379  -1.44
H -3.306 3.104 -2.126  0.41
C 1.883 3.267 3.578  -1.49
O 0.600 0.616 1.953  -0.32
C -3.763 4.801 0.774  -0.51
N 2.561 0.362 0.058  1.91
C -2.147 2.779 -0.321  -0.32
H -4.794 -1.055 -4.237  0.12
H 0.697 -3.410 2.168  0.24
H -1.290 1.788 -5.896  0.46
C 4.023 0.976 -1.747  -0.52
H 2.344 -3.578 2.746  0.38
H -3.339 -5.255 -2.325  0.42
H 1.654 -3.144 6.003  0.42
H 1.379 3.209 2.615  0.21
H -3.905 -1.426 -1.905  -0.07
H 4.220 1.477 -2.701  0.39
C -2.042 3.134 1.033  -0.23
H 1.138 2.964 4.336  0.33
C 3.726 2.270 4.938  -1.78
C 1.319 -3.538 3.077  -1.52
H -3.112 -4.859 1.985  0.45
C -3.310 -5.206 -0.151  -0.68
C -3.955 4.392 -0.527  -0.81
C 0.169 -1.482 -3.250  -0.09
C -1.343 1.671 -3.752  -0.15
H -1.296 2.644 1.658  0.42
H 2.076 -1.473 5.682  0.33
H 6.530 0.932 -2.434  0.21
H -1.563 -2.980 1.695  0.33
H 5.633 -0.821 0.705  0.41
S -6.472 -0.086 -2.841  -0.06
H 7.170 0.069 -1.028  0.22
H 4.008 3.265 5.299  0.38
H -0.504 -1.414 5.123  0.41
C 4.832 -0.344 0.135  -0.80
N 6.384 0.434 -1.580  -0.46
C 2.773 0.936 -1.176  -0.25
H -4.999 -1.251 -0.553  0.53
C 3.091 2.333 3.577  1.77
P -0.463 -1.578 -0.508  0.57
H 3.293 -0.914 1.547  0.33
C 2.005 -2.468 5.239  -1.63
C 5.129 0.376 -1.056  0.75
C 1.061 -1.699 -4.316  -0.82
H 4.967 2.006 2.525  0.29
H 3.069 1.841 5.698  0.35
H -4.728 4.845 -1.160  0.42
H -0.778 -3.116 4.799  0.51
C 4.092 2.692 2.481  -1.40
H 4.459 3.713 2.601  0.51
H 0.855 -1.252 -5.290  0.47
H 1.294 4.552 -3.738  0.43
C -4.267 -0.704 -1.164  -0.44
H -0.926 -1.876 3.501  0.10
C -0.892 2.197 -4.969  -0.64
C 0.566 3.718 -3.761  -0.61
H 2.190 4.306 3.748  0.47
H 2.801 -2.754 -4.982  0.42
H 0.401 3.655 -1.621  0.45
H -5.406 1.145 -1.154  0.30
C 3.547 -0.377 0.637  -0.37
H -0.735 -0.881 -3.409  0.46
C -3.121 -0.184 -0.301  -0.56
H -4.313 0.974 -2.458  -0.10
C -3.139 3.385 -1.084  -0.18
C -1.911 -3.502 0.811  -0.10

***

(5)
The ion C5H20N4Si with charge +2 in a non-equilibrium geometry, computed with ωB97M-V/def2-TZVPD.

Computed properties:
Total charge   +2
Energy   -19330.222 eV
HOMO   -17.318 eV
Energy above the lowest of the compared OMol25 structures with the same formula, charge and spin   0.0 kJ/mol
Orbital gap   0.4236 Eh

Each line ends with the Mulliken charge.
Atoms and positions in Å:
N 3.206 0.110 0.274  0.04
C 3.340 1.393 -0.456  -0.78
H 3.634 1.197 -1.487  0.37
C 0.831 -0.334 0.444  -0.72
H -1.907 0.100 1.291  0.34
H -3.943 1.429 1.257  0.39
H -4.779 1.556 -0.302  0.36
N -3.195 0.151 -0.252  -0.10
H -3.624 -1.918 -0.326  0.32
H 0.859 -0.670 1.486  0.38
C 4.456 -0.679 0.200  -0.80
H 3.036 0.328 1.269  0.41
H -4.239 -1.081 1.114  0.36
N 2.100 -0.701 -0.152  -0.40
H 2.073 -0.714 -1.166  0.32
H 4.348 -1.592 0.782  0.35
C -3.807 1.429 0.174  -0.80
H 4.100 2.017 0.012  0.39
H 0.690 0.757 0.462  0.38
H -3.073 0.193 -1.273  0.40
H -5.043 -0.867 -0.449  0.37
H -3.160 2.260 -0.108  0.35
H 2.396 1.935 -0.450  0.31
H -0.735 -0.699 -1.840  -0.08
N -1.878 0.024 0.280  -0.25
H 4.661 -0.946 -0.835  0.36
C -4.079 -0.999 0.040  -0.78
H 5.289 -0.097 0.591  0.38
Si -0.696 -1.081 -0.428  0.15
H -0.862 -2.500 -0.151  -0.02

***

(6)
A structure of composition C12H27Br3N3O, computed with ωB97M-V/def2-TZVPD.

Computed properties:
Total charge   +1
Energy   -229520.538 eV
HOMO   -12.325 eV
Orbital gap   0.3484 Eh

Each line ends with the Mulliken charge.
Atoms and positions in Å:
H 1.903 1.506 0.098  0.39
H -0.464 -3.104 0.469  0.24
C -0.892 0.795 1.267  -0.33
Br -5.801 -0.986 1.193  0.03
H 1.699 -3.791 -1.211  0.45
H -1.642 -0.718 0.064  0.52
C -0.222 1.994 -1.310  -1.10
Br -4.475 1.671 0.084  0.01
H -2.067 0.864 -1.399  0.33
H -0.024 -0.637 0.003  -0.21
C 0.795 -0.676 -2.409  -0.11
N -0.866 -0.057 0.025  0.27
H 4.334 1.739 1.205  0.35
H 0.822 1.803 -1.558  0.36
H 1.235 -0.187 -3.284  0.44
H 3.913 0.320 2.925  0.28
H 3.611 -0.914 1.711  0.34
O 4.180 0.835 0.937  -0.53
C -0.317 -3.362 -0.589  -1.18
C -5.375 0.837 1.580  -0.33
H -0.427 -4.446 -0.644  0.37
H 0.251 -2.632 -3.109  0.37
C 1.034 -2.190 -2.481  -1.20
H -0.162 2.635 1.978  0.56
H -0.628 2.591 -2.133  0.50
H 1.414 -0.462 1.648  0.02
H -1.213 3.185 0.024  0.31
C 1.544 1.647 1.118  -1.09
C 1.945 0.445 1.977  -0.06
H 1.629 0.615 3.015  0.40
H -0.631 0.149 2.108  0.58
N -0.297 2.766 -0.081  -0.37
Br -4.330 1.007 3.183  -0.01
H -1.930 1.117 1.377  -0.34
H -6.298 1.381 1.727  0.36
H 1.983 -2.355 -3.001  0.45
C 0.040 1.991 1.115  0.02
N -0.641 -0.326 -2.298  -0.19
C 1.059 -2.909 -1.126  -0.02
H -1.136 -2.930 -1.175  0.33
C 3.464 0.144 1.943  -0.75
H 2.071 2.536 1.481  0.48
H 1.573 -2.264 -0.396  -0.04
H 1.337 -0.256 -1.546  0.03
H -1.003 -0.035 -3.196  0.33
C -0.995 0.665 -1.309  -0.26

***

(7)
A structure of composition C16H19BrCeCl3F6N3O6P2S2 in a non-equilibrium geometry, computed with ωB97M-V/def2-TZVPD.

Computed properties:
Total charge   +1
Energy   -210742.368 eV
Spin multiplicity   2
HOMO (alpha / beta)   -11.081 / -11.767 eV
Energy above the lowest of the compared OMol25 structures with the same formula, charge and spin   98.1 kJ/mol
Orbital gap (alpha / beta)   0.3092 / 0.3345 Eh

Each line ends with the Mulliken charge.
Atoms and positions in Å:
H 3.398 -1.912 2.250  0.38
H -0.923 4.499 1.409  0.48
C 0.306 -3.763 0.725  0.71
H 1.531 3.008 1.781  0.45
F -2.817 -3.281 -2.958  -0.17
H -1.845 1.037 3.147  0.39
H 2.238 1.560 3.733  0.55
H 4.298 0.316 0.727  0.42
H 0.464 3.188 3.181  0.60
C -1.383 2.116 -2.715  -0.28
C 3.481 -1.012 -3.525  -0.20
S -1.269 -2.875 1.313  1.09
H 3.815 2.192 -2.482  0.53
C -2.010 1.913 2.518  -1.44
F -4.413 -2.097 -2.109  -0.17
C 0.800 2.491 2.409  -1.21
C 2.227 0.067 -1.682  0.71
H 5.938 0.314 -5.456  0.39
Ce 0.103 -0.304 -0.222  0.19
O -1.676 -3.504 2.507  -0.63
F -2.824 -1.132 -3.204  -0.18
F 1.285 -2.818 0.678  -0.17
H 0.695 0.699 3.626  0.39
O -2.356 -0.505 -0.430  -0.53
F 0.690 -4.690 1.572  -0.23
C 3.985 1.283 -3.046  -0.26
H -2.099 2.803 3.140  0.43
Cl -3.529 2.546 -4.175  -0.07
H 2.001 -1.777 3.325  0.36
Br 4.821 -2.543 -5.668  -0.16
C 2.818 -1.222 2.863  -1.43
C 4.453 -0.958 -4.518  -0.27
O 1.653 1.117 -1.262  -0.53
Cl -1.938 4.661 -2.952  -0.07
N -0.976 1.397 -1.924  -0.16
H 3.457 -0.797 3.636  0.48
H 3.435 1.854 0.727  0.36
C -3.130 -2.139 -2.385  0.60
N -2.291 -2.987 0.111  -0.64
O 1.976 -1.060 -1.165  -0.48
C 3.675 0.979 1.330  -1.50
C -0.966 3.744 0.624  -1.40
C 5.161 0.239 -4.699  -0.09
P 2.134 0.090 1.780  1.31
O -0.765 -1.499 1.406  -0.43
F 0.181 -4.278 -0.482  -0.21
Cl -0.795 3.045 -5.098  -0.07
C 1.440 1.257 3.051  -1.17
C 3.244 0.130 -2.768  0.18
N 4.929 1.326 -3.980  -0.60
H -0.223 3.970 -0.140  0.35
S -2.039 -1.831 -0.914  1.05
C -1.894 3.050 -3.702  0.70
H 4.220 1.279 2.225  0.48
O -0.692 -1.871 -1.465  -0.40
P -0.638 2.077 1.312  1.20
H -2.938 1.755 1.968  0.40
H -1.953 3.759 0.162  0.40
H 2.910 -1.916 -3.330  0.58